Density functional theory data (ωB97M-V/def2-TZVPD) for a cluster of 12 separate species, C56H136N12O20P4S8 in total.

```
236
Properties=species:S:1:pos:R:3
O -2.1088 3.4006 5.1885
P -0.9302 4.0018 4.5119
N -0.5399 5.5642 5.0448
C -0.0907 6.6680 4.1405
C -0.3049 5.8933 6.4513
N -1.2789 4.1433 2.8601
C -0.5739 3.6126 1.6844
C -2.6378 4.5989 2.5397
N 0.3656 3.0440 4.7296
C 1.7733 3.4506 4.5820
C 0.2200 1.5289 4.7651
H 0.0637 6.2852 3.1662
H 0.9042 7.1197 4.3730
H -0.6903 7.5682 4.1199
H -0.5499 5.0736 7.0758
H -0.9280 6.8001 6.7663
H 0.7382 6.2300 6.6534
H 0.3800 3.1254 1.8845
H -1.2530 2.9100 1.2429
H -0.3510 4.4168 0.9896
H -2.7111 4.7618 1.4571
H -3.3682 3.7718 2.7230
H -2.9243 5.4614 3.0860
H 1.7822 4.5722 4.5847
H 2.3948 3.0828 5.4121
H 2.2092 3.0982 3.6179
H 1.1739 1.1320 4.4184
H -0.6668 1.2470 4.1918
H 0.1026 1.3074 5.8442
O -6.3704 1.5451 -3.3246
P -6.3399 1.3479 -1.8796
N -5.9837 2.8501 -1.1639
C -6.2266 3.1056 0.2394
C -4.8614 3.5001 -1.8469
N -5.1916 0.1512 -1.5440
C -4.5302 0.1258 -0.2119
C -4.3176 -0.2988 -2.6079
N -7.7749 0.7908 -1.0586
C -7.6495 -0.0614 0.1111
C -9.0199 1.5987 -1.3892
H -6.7931 4.0397 0.4379
H -5.2284 3.3360 0.7881
H -6.6308 2.2014 0.7425
H -5.1145 4.5386 -1.9865
H -4.6612 3.1104 -2.8046
H -3.9312 3.4779 -1.2257
H -3.7667 0.8560 -0.1825
H -5.2535 0.5429 0.5089
H -4.1017 -0.8603 -0.0168
H -4.0509 -1.3873 -2.5068
H -4.7673 -0.2145 -3.6049
H -3.3528 0.2146 -2.6467
H -8.4958 -0.7751 0.1757
H -6.7424 -0.6810 -0.0074
H -7.5258 0.4382 1.0864
H -9.9078 1.0319 -1.8407
H -8.7402 2.3610 -2.0861
H -9.3804 2.0687 -0.4947
O 2.2645 0.9055 -6.1243
P 0.9352 1.0991 -6.8202
N 0.8461 2.6150 -7.5759
C 0.4388 2.9232 -9.0022
C 1.2729 3.7232 -6.7930
N -0.4058 1.0401 -5.8603
C -0.7045 -0.0659 -4.9345
C -1.4485 2.0556 -5.7133
N 0.6366 0.0196 -7.9909
C -0.5494 -0.7968 -8.1889
C 1.8276 -0.3496 -8.8088
H 1.2308 2.7854 -9.7518
H 0.1822 4.0033 -9.0136
H -0.4651 2.3808 -9.3443
H 2.2020 4.0957 -7.2417
H 1.3048 3.4619 -5.7285
H 0.5459 4.5418 -6.7845
H -1.5230 -0.6225 -5.3549
H 0.2519 -0.6388 -4.8910
H -0.9699 0.2738 -3.9517
H -2.3650 1.6530 -6.1387
H -1.5511 2.4018 -4.6731
H -1.1961 2.8907 -6.3333
H -0.3258 -1.8208 -7.9222
H -1.4313 -0.4564 -7.6262
H -0.7738 -0.8260 -9.2642
H 2.1078 -1.4077 -8.6138
H 2.7199 0.2241 -8.5404
H 1.6414 -0.1923 -9.8802
O 5.2015 3.5703 3.5395
P 6.0630 2.5126 3.0295
N 5.2365 1.0409 2.5742
C 4.2020 0.5516 3.5044
C 5.5570 0.1209 1.4979
N 7.2795 2.0478 4.1136
C 8.1357 3.1837 4.6503
C 7.2775 0.8229 4.9291
N 6.9224 3.0678 1.7287
C 6.3488 4.1159 0.8553
C 8.0465 2.3603 1.2014
H 3.2706 0.5351 2.9924
H 4.0938 1.1674 4.3822
H 4.4180 -0.4607 3.9034
H 4.6019 -0.0992 0.9556
H 6.0603 -0.8335 1.6685
H 6.1505 0.7210 0.8018
H 8.5922 3.0477 5.6182
H 8.8602 3.3556 3.8589
H 7.5790 4.1310 4.7508
H 6.9328 0.0488 4.2888
H 8.2640 0.4818 5.1228
H 6.7299 0.9329 5.8623
H 6.0786 3.7684 -0.1279
H 5.5202 4.5534 1.3590
H 7.0893 4.9280 0.6950
H 8.9886 2.8984 1.2748
H 7.9617 2.2331 0.0821
H 8.1507 1.3489 1.6506
C 0.9286 -4.2557 3.9231
C 2.1849 -4.5574 4.8210
C 2.8210 -3.2885 5.2384
S 1.4525 -2.1412 5.5585
O 1.6436 -0.8316 4.9580
O 1.0843 -2.2329 6.9402
C 0.2112 -3.0170 4.4147
H 0.3451 -5.1241 3.7506
H 1.2743 -4.1013 2.8958
H 2.8839 -5.2069 4.2935
H 1.8271 -5.0758 5.7012
H 3.4516 -2.9085 4.4328
H 3.4981 -3.3321 6.0617
H 0.0475 -2.3588 3.5931
H -0.7305 -3.2025 4.9223
C -2.7837 -4.4219 -3.7590
C -2.2919 -4.9734 -5.0801
C -1.1227 -4.1735 -5.5387
S -0.2114 -3.8913 -4.0242
O 0.5963 -2.7000 -4.1307
O 0.4051 -5.1702 -3.6993
C -1.6393 -3.8010 -2.9685
H -3.2751 -5.1673 -3.1897
H -3.5092 -3.6397 -3.9044
H -3.0942 -4.9904 -5.8228
H -1.9100 -5.9861 -4.9270
H -1.2341 -3.2668 -6.0735
H -0.4907 -4.6861 -6.2912
H -1.7654 -2.6890 -2.7649
H -1.3452 -4.2492 -2.0374
C 4.1487 -1.8792 -2.7440
C 4.9214 -1.7589 -4.0437
C 6.3949 -1.7070 -3.6912
S 6.4704 -1.3119 -1.9555
O 6.2077 0.0785 -1.7330
O 7.5938 -1.8319 -1.2075
C 5.0556 -2.2945 -1.6117
H 3.2472 -2.4964 -2.9179
H 3.8625 -0.8788 -2.5015
H 4.5824 -0.8709 -4.6104
H 4.7484 -2.6185 -4.7142
H 6.9989 -0.9276 -4.1778
H 6.9315 -2.6381 -3.9034
H 4.7020 -2.1645 -0.5953
H 5.4050 -3.3160 -1.6511
C -5.4535 -3.7975 2.7443
C -6.2930 -4.3929 1.5703
C -5.3309 -5.3189 0.8682
S -3.8793 -4.2249 0.7053
O -3.9034 -3.4659 -0.5582
O -2.6023 -4.9275 1.0227
C -4.2053 -3.1317 2.1293
H -5.0709 -4.6128 3.3971
H -5.9676 -3.0473 3.2977
H -6.4847 -3.5454 0.8574
H -7.2250 -4.8355 1.9250
H -5.7247 -5.6084 -0.1226
H -4.9692 -6.1127 1.4779
H -4.4369 -2.0843 1.7566
H -3.3206 -3.0769 2.7762
C 2.0542 -5.1322 -0.6735
C 0.5675 -5.2601 -0.4851
C 0.3767 -6.2013 0.6649
S 1.7457 -7.3262 0.7310
O 1.3586 -8.6454 0.3489
O 2.5311 -7.1321 1.9291
C 2.6255 -6.5494 -0.6156
H 2.4612 -4.5662 0.1577
H 2.3099 -4.5386 -1.5951
H 0.1757 -5.7330 -1.3825
H 0.1206 -4.2855 -0.2401
H -0.5333 -6.7390 0.6953
H 0.5395 -5.6361 1.6039
H 2.5207 -7.0975 -1.5198
H 3.6891 -6.5899 -0.3732
C -1.0245 -1.1637 1.3918
C -1.2425 -1.2339 -0.1732
C 0.0747 -1.3191 -0.9285
S 1.3169 -1.0462 0.3664
O 2.3482 -0.1970 -0.1529
O 1.7737 -2.3768 0.6852
C 0.2948 -0.3696 1.6083
H -0.8381 -2.1362 1.8303
H -1.9326 -0.6253 1.7576
H -1.7974 -0.2982 -0.4192
H -1.8684 -2.1110 -0.4464
H 0.1435 -0.5423 -1.7248
H 0.2552 -2.2858 -1.3590
H 0.2980 0.6916 1.3883
H 0.7135 -0.4566 2.6316
C -4.3946 1.4555 6.3432
C -5.8578 1.3368 5.7622
C -5.6079 1.6141 4.2534
S -4.2279 0.5641 3.8632
O -3.3785 1.0862 2.8319
O -4.8821 -0.7243 3.6316
C -3.5206 0.7105 5.4182
H -4.4145 1.1523 7.3492
H -4.0365 2.5377 6.4001
H -6.4622 2.1435 6.1385
H -6.2999 0.3372 5.9651
H -5.2265 2.6910 4.2025
H -6.3994 1.2631 3.5728
H -2.6215 1.2796 5.2561
H -3.3259 -0.2573 5.8121
C 3.4675 2.5169 -1.6485
C 3.0826 2.4493 -3.1377
C 1.6419 1.9717 -3.1382
S 0.8490 2.8177 -1.7190
O 0.0269 1.8647 -1.0072
O 0.1632 4.0706 -2.1795
C 2.3583 3.1983 -0.8425
H 4.4135 3.0465 -1.5029
H 3.7076 1.5083 -1.2472
H 3.8456 1.8986 -3.7413
H 3.1090 3.4662 -3.5288
H 1.5242 0.9527 -2.8393
H 1.1131 2.1993 -4.0612
H 2.4006 2.7645 0.1431
H 2.4393 4.3323 -0.7955
```

Computed properties:
- DFT total energy (Ha) = -8928.1431
- orbital gap (hartree) = 0.315
- molar mass (g/mol) = 1678.2
- SMILES string = CN(C)P(=O)(N(C)C)N(C)C.CN(C)P(=O)(N(C)C)N(C)C.CN(C)P(=O)(N(C)C)N(C)C.CN(C)P(=O)(N(C)C)N(C)C.O=S1(=O)CCCC1.O=S1(=O)CCCC1.O=S1(=O)CCCC1.O=S1(=O)CCCC1.O=S1(=O)CCCC1.O=S1(=O)CCCC1.O=S1(=O)CCCC1.O=S1(=O)CCCC1
- ΔE to the lowest compared entry with this formula, charge and spin (kJ/mol) = 114.1
- HOMO energy (eV) = -8.442

Löwdin population analysis, charges in e, atoms 1 to 5:
1. O -0.292
2. P 0.515
3. N -0.286
4. C -0.113
5. C -0.124